Computed, not measured: a cluster of 5 separate species, C43H42Cl10F13NO3 in total, with ωB97M-V with the def2-TZVPD basis set.

Multiplicity: 1
Lowest unoccupied orbital energy, eV: -0.6
Frontier orbital gap, Eh: 0.3120

Element x y z (Å)
C 1.40392 -4.38427 -2.77030
O 2.04194 -3.30692 -1.98635
C 1.79005 -1.99061 -2.59261
C 0.37984 -1.43000 -1.91684
O -0.45971 -0.65552 -2.84224
C -1.29367 -1.51268 -3.69873
C -1.40079 -0.77923 -5.16241
Cl -1.38937 1.10608 -5.03625
C -0.19740 -1.15616 -6.21471
C 0.18392 -2.75843 -6.27213
Cl 1.32305 -0.05197 -6.01631
C 0.61844 -0.69492 -0.44486
C 1.73113 0.50434 -0.46365
C 1.77910 1.41148 -1.82448
C 3.10318 2.37818 -1.71619
F 4.29248 1.44965 -1.79790
F 3.13837 2.95648 -0.35404
C 3.28606 3.45061 -2.93947
F 4.74823 3.68192 -3.24332
F 2.76411 2.75844 -4.17795
C 2.41585 4.83018 -2.80471
F 0.99737 4.43728 -2.61026
F 2.46803 5.48459 -4.16600
C 2.98766 5.93589 -1.74824
F 4.25037 5.57964 -1.06350
F 3.28483 7.20291 -2.51645
C 1.92331 6.38752 -0.56825
F 1.35443 5.22653 0.19597
F 2.75770 7.13634 0.44540
C 0.78229 7.46577 -1.07061
F -0.36621 7.45342 -0.09671
F 1.41975 8.82641 -0.91059
F 0.34759 7.29881 -2.47558
N -0.70278 -0.34258 0.20703
C -1.19772 1.03687 -0.15403
C -2.68207 1.19417 0.60177
C -3.69660 2.22852 -0.16442
O -3.93281 1.92506 -1.58423
H 0.82576 -3.99520 -3.72741
H 2.13455 -5.28556 -3.00801
H 0.55939 -4.84470 -2.06578
H 1.74092 -2.01668 -3.78486
H 2.72492 -1.31463 -2.33752
H -0.24298 -2.41638 -1.66006
H -0.95246 -2.63191 -3.72688
H -2.38382 -1.50081 -3.23143
H -2.42095 -1.04406 -5.69970
H -0.61420 -0.88680 -7.29987
H -0.67259 -3.44337 -5.84122
H 0.37415 -3.10376 -7.39459
H 1.21810 -2.88357 -5.72188
H 1.08574 -1.55708 0.23823
H 1.51353 1.17418 0.50019
H 2.79203 0.00355 -0.24292
H 0.75889 1.99378 -1.89229
H 1.86047 0.78467 -2.82634
H -0.53868 -0.42429 1.23659
H -1.41147 1.21371 -1.29075
H -0.54727 1.92420 0.28712
H -3.14813 0.10508 0.74340
H -2.41290 1.54659 1.70943
H -4.75370 2.11966 0.37844
H -3.33017 3.31715 0.05896
H -4.31483 0.98500 -1.66669
Cl 0.55556 4.03806 7.29993
C 1.28959 4.46743 5.79590
C 1.23600 5.80905 5.40470
C 1.81828 6.21477 4.20241
C 2.45703 5.28098 3.38774
C 2.51000 3.93990 3.77274
C 1.92620 3.52879 4.97542
Cl 2.02437 1.85334 5.38563
H 0.74120 6.54503 6.03430
H 1.77386 7.25916 3.90211
H 2.91376 5.59638 2.45251
H 3.00878 3.21840 3.12977
Cl 2.16785 -3.59092 8.25333
C 2.23263 -1.96195 8.82564
C 2.63225 -1.75221 10.14933
C 2.70950 -0.45660 10.66367
C 2.38864 0.63372 9.85626
C 1.98596 0.42878 8.53512
C 1.90524 -0.86765 8.01644
Cl 1.39393 -1.04708 6.37589
H 2.88595 -2.59641 10.78641
H 3.02047 -0.29833 11.69380
H 2.45151 1.64363 10.25483
H 1.73581 1.28537 7.91347
Cl 0.14424 -9.25708 -1.25760
C 0.02856 -8.12325 0.04098
C 0.54727 -8.50115 1.28355
C 0.48760 -7.62276 2.36707
C -0.08973 -6.36331 2.21184
C -0.61188 -5.98310 0.97395
C -0.55600 -6.86077 -0.11364
Cl -1.22686 -6.32649 -1.61349
H 1.00089 -9.48101 1.41394
H 0.89201 -7.92111 3.33161
H -0.13393 -5.67699 3.05430
H -1.06204 -4.99933 0.86297
Cl -4.05635 -1.88367 -1.72375
C -5.50117 -2.23091 -2.60533
C -5.52352 -3.38923 -3.38869
C -6.66664 -3.72355 -4.11715
C -7.79157 -2.90175 -4.06411
C -7.77253 -1.74257 -3.28599
C -6.62871 -1.40283 -2.55624
Cl -6.67367 0.04864 -1.62014
H -4.65132 -4.03731 -3.43519
H -6.67932 -4.62520 -4.72524
H -8.68372 -3.16281 -4.62860
H -8.65417 -1.10669 -3.25236